Entry 1:
Here is a single C3H4N2O molecule from OMol25. Energies are from ωB97M-V with the def2-TZVPD basis set.

Each line ends with the natural charge from an NBO analysis.
Element x y z (Å)
C  0.4594  -0.8330  0.0131  -0.30
C  -0.9050  -0.1168  0.0543  -0.02
C  -1.2492  1.0097  -0.6929  0.11
N  1.4671  -0.0142  0.5755  -0.13
N  2.0715  0.9598  0.4014  -0.04
O  -0.9019  1.1368  0.6657  -0.43
H  0.3011  -1.7895  0.6563  0.22
H  0.8898  -1.0763  -0.8839  0.23
H  -1.7112  -0.7484  0.3735  0.19
H  -0.4214  1.4718  -1.1630  0.16

Cartesian forces, eV/Å:
-2.41 -0.81 2.52
0.30 -3.03 0.30
1.04 1.60 0.56
1.86 -0.20 2.78
-0.63 0.35 -0.98
-1.00 0.80 0.34
0.77 1.62 -1.05
0.18 -0.95 -2.79
-0.23 -0.45 0.22
0.12 1.07 -1.89

Results
multiplicity: 1
maximum force: 3.58 eV Å⁻¹
energy above the lowest of the compared OMol25 structures with the same formula, charge and spin: 156.4 kcal/mol
electronic energy: -8197.105 eV

***

Entry 2:
Here is a single C3H4N2O molecule from OMol25. Energies are from ωB97M-V with the def2-TZVPD basis set.

Each line ends with the natural charge from an NBO analysis.
Element x y z (Å)
N  -1.7894  -0.2424  -0.1138  -0.85
C  -0.4035  -0.0828  -0.0838  0.39
C  0.4106  1.0033  0.0150  -0.18
N  1.7212  0.5667  -0.0404  -0.45
C  1.6245  -0.7206  -0.0543  0.29
O  0.3652  -1.1661  -0.0723  -0.41
H  -2.2413  -0.7595  0.7800  0.40
H  -2.2313  0.7869  -0.4100  0.40
H  0.1265  2.0777  0.0154  0.21
H  2.4174  -1.4632  -0.0358  0.19

Cartesian forces, eV/Å:
-2.22 1.85 0.73
-0.92 1.34 1.13
-0.51 0.90 -0.74
0.25 -0.33 0.27
1.03 0.52 0.02
-0.30 -1.57 -0.26
1.39 2.09 -2.77
1.20 -3.95 1.59
0.34 -1.11 0.07
-0.28 0.26 -0.05

Results
multiplicity: 1
structure (SMILES): Nc1cnco1
maximum force: 4.42 eV Å⁻¹
energy above the lowest of the compared OMol25 structures with the same formula, charge and spin: 38.0 kcal/mol
electronic energy: -8202.238 eV

***

Entry 3:
Here is a single C3H4N2O molecule from OMol25. Energies are from ωB97M-V with the def2-TZVPD basis set.

Each line ends with the natural charge from an NBO analysis.
Element x y z (Å)
N  2.0310  0.1057  -0.3732  -0.80
C  0.7433  -0.2320  -0.1111  0.75
N  -0.0943  0.8920  -0.0616  -0.58
C  -1.2945  0.5128  0.2325  -0.04
C  -1.9269  -0.6295  0.6373  0.04
O  0.3369  -1.3864  0.0683  -0.61
H  2.2640  1.0864  -0.4065  0.41
H  2.7691  -0.5777  -0.3313  0.40
H  -2.1105  1.2519  0.3613  0.25
H  -2.7181  -1.0232  -0.0158  0.18

Cartesian forces, eV/Å:
-0.07 -0.11 0.10
-0.14 -0.10 0.01
-0.24 -0.03 0.04
-0.05 -0.01 0.13
0.60 0.01 -0.28
-0.31 0.48 -0.05
-0.09 -0.23 0.02
-0.23 0.01 0.00
0.10 0.29 -0.03
0.43 -0.30 0.05

Results
multiplicity: 1
maximum force: 0.66 eV Å⁻¹
energy above the lowest of the compared OMol25 structures with the same formula, charge and spin: 83.8 kcal/mol
electronic energy: -8200.250 eV

***

Entry 4:
Here is 2 unconnected molecules or ions with the total composition C3H4N2O from OMol25. Energies are from ωB97M-V with the def2-TZVPD basis set.

Each line ends with the natural charge from an NBO analysis.
Element x y z (Å)
O  2.3513  0.6298  -0.2693  -0.51
C  1.2839  -0.0261  -0.0689  0.64
N  0.8406  -1.2182  -0.0013  -0.81
C  -1.3920  -0.5954  0.1133  0.03
C  -1.6447  0.6073  0.0613  -0.32
N  0.5340  1.0730  0.4292  -0.31
H  1.4844  -1.9559  -0.2629  0.38
H  -1.3656  -1.6499  0.2081  0.26
H  -2.4814  1.2928  0.0163  0.27
H  0.3895  1.8427  -0.2257  0.38

Cartesian forces, eV/Å:
-0.49 0.18 0.26
-0.20 -0.14 0.23
0.14 0.20 -0.28
-0.59 0.30 0.08
0.33 -0.64 0.21
-0.31 0.06 -0.11
0.16 0.28 -0.04
-0.04 -0.04 -0.04
0.71 0.18 0.06
0.28 -0.39 -0.37

Results
multiplicity: 1
maximum force: 0.75 eV Å⁻¹
energy above the lowest of the compared OMol25 structures with the same formula, charge and spin: 166.0 kcal/mol
electronic energy: -8196.688 eV